# 1
{
  "formula": "C4H12N4O2",
  "method": "ωB97M-V/def2-TZVPD",
  "species": ["C", "C", "C", "O", "O", "H", "H", "H", "H", "H", "H", "N", "N", "N", "C", "N", "H", "H", "H", "H", "H", "H"],
  "positions_angstrom": [[-2.00453, 1.67423, -0.00418], [-0.63230, -1.57201, -1.59251], [-1.10018, -0.99864, -0.26908], [-1.15172, 0.97100, -0.88225], [-2.18756, -1.26061, 0.21915], [-3.01275, 1.27252, -0.10005], [-1.98654, 2.74363, -0.23554], [-1.68310, 1.53619, 1.03885], [-1.40825, -1.38680, -2.33214], [-0.49105, -2.64859, -1.48304], [0.30472, -1.11604, -1.90611], [1.96219, 0.47360, -0.40733], [2.93552, 0.34153, 0.46278], [1.37271, 1.58166, -0.51474], [0.27799, -1.44666, 1.71295], [0.08103, -0.85958, 0.62940], [3.39852, -0.54843, 0.47247], [3.04880, 0.98884, 1.24226], [-0.02076, 1.38189, -0.69401], [1.54214, 2.26657, 0.24075], [1.10744, -1.12325, 2.34281], [-0.35232, -2.27104, 2.05956]],
  "e_homo_ev": -8.47,
  "homo_lumo_gap_ev": 8.7209,
  "relative_energy_kcal_mol": 118.6
}

# 2
{
  "formula": "C47H88ClFN7PS2",
  "method": "ωB97M-V/def2-TZVPD",
  "species": ["C", "C", "C", "C", "C", "C", "C", "C", "N", "C", "C", "C", "C", "C", "C", "C", "C", "C", "S", "S", "C", "C", "C", "P", "Cl", "C", "F", "C", "C", "H", "H", "H", "H", "H", "H", "H", "H", "H", "H", "H", "H", "H", "H", "H", "H", "H", "H", "H", "H", "H", "H", "H", "H", "H", "H", "H", "H", "H", "H", "H", "H", "H", "H", "H", "H", "H", "H", "H", "H", "H", "H", "H", "H", "H", "H", "C", "C", "C", "C", "N", "H", "H", "H", "H", "H", "H", "H", "C", "C", "C", "C", "N", "H", "H", "H", "H", "H", "H", "H", "C", "C", "C", "C", "N", "H", "H", "H", "H", "H", "H", "H", "C", "C", "C", "C", "N", "H", "H", "H", "H", "H", "H", "H", "C", "C", "C", "C", "N", "H", "H", "H", "H", "H", "H", "H", "C", "C", "C", "C", "N", "H", "H", "H", "H", "H", "H", "H"],
  "positions_angstrom": [[6.53025, -1.99814, 0.78946], [6.32139, -2.46360, -0.79565], [5.43226, -1.29659, -1.59877], [3.83843, -1.69283, -1.70879], [2.90648, -1.10162, -0.48413], [2.82724, 0.56724, -0.47772], [1.94879, 1.10953, 0.79657], [0.44088, 1.63593, 0.43043], [-0.51861, 0.56385, -0.04124], [-1.26517, -0.09167, 1.11639], [-0.32535, -1.22051, 1.91645], [-1.21801, -2.29430, 2.77126], [-1.66733, -3.64302, 1.95987], [-0.46997, -4.40463, 1.14160], [-1.23605, -5.43993, 0.07423], [-0.41068, -5.30577, -1.37436], [-1.24874, -6.24917, -2.44670], [-1.54324, 1.33887, -0.89659], [-2.94696, 2.05688, -0.17350], [-1.36682, 1.62126, -2.75319], [-1.05652, 0.02182, -3.67654], [-2.26888, -1.07825, -3.59457], [-3.71690, -0.47429, -3.09549], [-5.00453, -1.92867, -3.07486], [-4.40923, -3.50252, -4.39043], [-4.82456, -2.66973, -1.30724], [-3.39708, -2.39703, -0.90559], [-5.92025, -2.11195, -0.22349], [-5.22926, -1.45287, 1.14575], [7.15113, -0.99044, 0.75444], [5.50264, -1.76489, 1.30721], [7.14307, -2.82834, 1.35140], [5.83299, -3.52268, -0.89743], [7.40361, -2.54062, -1.27447], [5.84517, -1.25613, -2.70900], [5.64481, -0.27388, -1.06942], [3.34810, -1.37248, -2.72437], [3.79004, -2.88235, -1.62694], [1.79414, -1.48848, -0.58031], [3.37945, -1.49399, 0.52060], [3.95427, 0.91582, -0.29441], [2.52485, 1.01170, -1.51784], [2.54159, 2.05061, 1.22896], [2.00204, 0.29176, 1.63642], [0.53298, 2.41694, -0.45160], [-0.04497, 2.19096, 1.35011], [-1.57295, 0.68663, 1.96771], [-2.19446, -0.64707, 0.65327], [0.27967, -0.57753, 2.72022], [0.48261, -1.68532, 1.21002], [-2.22802, -1.72848, 3.06319], [-0.72664, -2.59560, 3.81487], [-2.61115, -3.37709, 1.32145], [-2.04573, -4.41778, 2.78593], [0.20013, -3.71595, 0.47463], [0.18271, -5.07440, 1.87831], [-1.27036, -6.54445, 0.46708], [-2.31529, -5.01207, -0.15660], [-0.46534, -4.19947, -1.78155], [0.71312, -5.61449, -1.24763], [-2.39527, -6.10117, -2.21324], [-0.92142, -7.35837, -2.25030], [-1.01695, -5.93888, -3.55275], [-0.01047, -0.48517, -3.40844], [-0.95471, 0.31725, -4.82865], [-2.44564, -1.47479, -4.70662], [-1.93881, -2.01214, -2.97173], [-4.08124, 0.44225, -3.74834], [-3.68785, -0.08046, -1.97993], [-4.92667, -3.84861, -1.34321], [-6.63059, -1.36068, -0.78430], [-6.55135, -3.03789, 0.18006], [-4.59063, -0.53784, 0.79422], [-6.13156, -1.02634, 1.79720], [-4.62840, -2.24336, 1.76734], [-7.52528, 5.42302, -1.37930], [-7.32737, 5.51009, 0.13071], [-6.42696, 4.40072, 0.67776], [-7.04828, 3.04458, 0.38600], [-7.56364, 1.91942, 0.14396], [-8.02605, 4.49364, -1.66839], [-8.15052, 6.25065, -1.72894], [-6.56470, 5.47536, -1.90463], [-8.30828, 5.46833, 0.61986], [-6.88647, 6.48268, 0.37575], [-6.30543, 4.51516, 1.76006], [-5.43411, 4.44899, 0.21758], [-4.21362, -7.21397, 4.76544], [-5.55554, -6.60931, 4.36480], [-5.41245, -5.42692, 3.40449], [-4.60461, -4.32269, 4.06657], [-3.93438, -3.40653, 4.61576], [-3.59089, -6.49381, 5.30550], [-4.36603, -8.07192, 5.42789], [-3.65921, -7.55728, 3.88441], [-6.08556, -6.29081, 5.27081], [-6.16689, -7.38453, 3.88978], [-6.40083, -5.03848, 3.13720], [-4.90941, -5.73859, 2.48271], [2.18122, 6.79591, 1.08178], [1.45668, 5.99698, 0.00306], [0.00460, 5.68361, 0.36906], [-0.03645, 4.85469, 1.64243], [-0.07062, 4.16700, 2.69889], [2.24775, 6.23855, 2.02147], [3.20453, 7.02103, 0.76507], [1.66840, 7.74444, 1.27863], [2.00506, 5.06395, -0.17562], [1.47529, 6.56581, -0.93313], [-0.47412, 5.12279, -0.44061], [-0.56174, 6.60858, 0.52251], [2.63181, 2.46726, -4.66052], [3.32131, 3.77190, -5.04702], [4.49880, 4.11613, -4.13285], [4.00890, 4.27620, -2.70294], [3.60256, 4.40900, -1.51659], [2.19584, 2.52206, -3.65801], [1.81660, 2.24743, -5.35713], [3.33705, 1.62852, -4.68484], [2.58331, 4.58311, -5.02466], [3.68056, 3.69173, -6.07895], [4.96693, 5.05077, -4.45928], [5.25692, 3.32627, -4.16799], [2.65949, -5.37889, 5.51950], [3.32665, -6.04922, 4.32265], [4.48328, -5.22821, 3.74919], [3.96953, -3.87817, 3.27620], [3.54341, -2.75808, 2.88378], [2.20807, -4.41999, 5.24597], [1.85927, -6.01354, 5.91319], [3.38266, -5.20290, 6.32417], [2.57135, -6.22107, 3.54599], [3.70236, -7.03160, 4.62947], [4.93612, -5.75687, 2.90379], [5.25842, -5.07352, 4.50753], [6.45300, 8.40649, -2.64780], [5.12385, 9.03415, -2.24003], [4.56165, 8.44753, -0.94369], [4.31735, 6.95749, -1.11804], [4.11466, 5.72129, -1.26257], [6.34885, 7.33615, -2.85181], [6.83021, 8.87570, -3.56197], [7.20584, 8.53641, -1.86181], [4.40209, 8.89654, -3.05448], [5.26456, 10.11328, -2.11334], [3.61723, 8.93917, -0.68758], [5.26131, 8.60373, -0.11547]],
  "e_homo_ev": -5.61,
  "homo_lumo_gap_ev": 5.3019
}

# 3
{
  "formula": "C4H7N3O",
  "method": "ωB97M-V/def2-TZVPD",
  "species": ["O", "C", "N", "H", "H", "H", "N", "C", "C", "C", "N", "H", "H", "H", "H"],
  "positions_angstrom": [[-0.42343, -3.68276, 2.93087], [-0.18333, -2.75416, 3.68135], [-0.49041, -1.45479, 3.42909], [0.32270, -2.88830, 4.66806], [-0.95757, -1.21475, 2.55121], [-0.26053, -0.72073, 4.10351], [-1.90031, -1.06455, 0.65054], [-1.90893, -2.32080, 0.23384], [-2.48607, -0.34512, -0.36350], [-2.85181, -1.17398, -1.40197], [-2.47491, -2.43168, -1.00157], [-1.52253, -3.18104, 0.78044], [-2.61528, 0.73502, -0.29494], [-3.33254, -0.98774, -2.36234], [-2.59665, -3.29664, -1.53408]],
  "e_homo_ev": -8.95,
  "homo_lumo_gap_ev": 9.8605,
  "smiles": "c1c[nH]cn1.NC=O",
  "relative_energy_kcal_mol": 0.0
}

# 4
{
  "formula": "C7H19P2",
  "method": "ωB97M-V/def2-TZVPD",
  "species": ["C", "C", "C", "C", "C", "C", "C", "P", "P", "H", "H", "H", "H", "H", "H", "H", "H", "H", "H", "H", "H", "H", "H", "H", "H", "H", "H", "H"],
  "positions_angstrom": [[-3.49856, -1.87751, 1.06244], [-2.16240, -1.46464, 3.79643], [2.23134, 1.78104, -0.32507], [2.78972, -0.99336, -0.91798], [2.20798, 0.98985, -3.12573], [-2.16189, 0.53776, 1.73141], [0.05204, -0.03923, -1.10788], [-2.12544, -1.16172, 2.01527], [1.68944, 0.44159, -1.35614], [-3.96680, -2.69476, 1.43637], [-3.03071, -2.16210, 0.01802], [-4.25929, -1.16918, 0.95971], [-2.17404, -2.49605, 3.97563], [-2.99966, -0.91767, 4.19439], [-1.26143, -1.18165, 4.24857], [2.56568, 1.29438, 0.65092], [1.58764, 2.67566, -0.21632], [3.13756, 2.16255, -0.66559], [3.07267, -0.99369, 0.27217], [3.68408, -0.79838, -1.58085], [2.21544, -1.88014, -1.14668], [1.70869, 2.03114, -3.08751], [1.71836, 0.41846, -3.87048], [3.22752, 1.15709, -3.15795], [-2.65295, 0.96327, 0.84933], [-1.24639, 1.05104, 2.14433], [0.04328, -1.11734, -1.52507], [-0.63287, 0.60736, -1.41746]],
  "e_homo_ev": [-10.28, -10.00],
  "homo_lumo_gap_ev": [4.5296, 4.2047],
  "total_charge": 1,
  "relative_energy_kcal_mol": 86.9
}

# 5
{
  "formula": "C49H62AsN6OTi",
  "method": "ωB97M-V/def2-TZVPD",
  "species": ["Ti", "C", "C", "N", "C", "C", "N", "C", "C", "N", "C", "C", "N", "C", "C", "C", "C", "C", "C", "C", "N", "H", "H", "H", "H", "H", "H", "H", "H", "H", "H", "H", "H", "H", "H", "H", "H", "H", "H", "H", "H", "H", "H", "H", "C", "C", "C", "C", "C", "C", "As", "N", "C", "C", "C", "C", "C", "C", "C", "C", "C", "C", "C", "C", "C", "C", "C", "C", "C", "C", "H", "H", "H", "H", "H", "H", "H", "H", "H", "H", "H", "H", "H", "H", "H", "H", "H", "H", "H", "H", "H", "H", "H", "H", "H", "H", "H", "C", "C", "C", "C", "C", "C", "C", "O", "C", "C", "C", "H", "H", "H", "H", "H", "H", "H", "H", "H", "H", "H", "H"],
  "positions_angstrom": [[0.74391, 0.49264, -1.13861], [1.14294, 4.89813, -1.75624], [0.77269, 3.45351, -1.67861], [1.59073, 2.48417, -1.50847], [3.04323, 2.67478, -1.51685], [3.60721, 1.50442, -2.29584], [2.93620, 0.25997, -1.85490], [3.75513, -0.64570, -1.03014], [2.97940, -1.94940, -0.96432], [1.53266, -1.67528, -0.78167], [0.66615, -2.65125, -1.46468], [-0.77408, -2.24640, -1.24802], [-0.88399, -0.78763, -1.35279], [-2.08276, -0.25230, -1.44013], [-3.36379, -0.99964, -1.28141], [-2.06151, 1.16925, -1.62856], [-3.15866, 1.97583, -1.96973], [-2.96181, 3.29936, -2.26366], [-1.66255, 3.83585, -2.18655], [-0.63454, 3.02371, -1.80472], [-0.81450, 1.69963, -1.54026], [2.06372, 5.10239, -1.21660], [0.35184, 5.51105, -1.32778], [1.27875, 5.20671, -2.79650], [3.41785, 2.66136, -0.49593], [3.33561, 3.61311, -1.98199], [4.68585, 1.43389, -2.16492], [3.40418, 1.64254, -3.35720], [2.69304, -0.26456, -2.68885], [3.89943, -0.20318, -0.05016], [4.73678, -0.81297, -1.47747], [3.36652, -2.60602, -0.18572], [3.08602, -2.47367, -1.91717], [1.31139, -1.70320, 0.20900], [0.83522, -3.66902, -1.10428], [0.90765, -2.62752, -2.52766], [-1.12679, -2.56167, -0.26564], [-1.38963, -2.73822, -2.00227], [-3.27838, -2.04496, -1.56395], [-4.17001, -0.55617, -1.86217], [-3.65455, -0.96351, -0.22567], [-4.15070, 1.54933, -2.02021], [-3.79463, 3.92689, -2.55123], [-1.48443, 4.87779, -2.41389], [-4.67164, 3.75624, 4.87455], [-3.76802, 2.88487, 4.04235], [-2.88107, 3.42035, 3.12464], [-2.02331, 2.62515, 2.36769], [-1.16380, 3.34241, 1.36005], [-2.02370, 1.24014, 2.55613], [-0.87928, -0.13600, 1.70319], [0.63794, 0.63278, 0.72815], [1.86944, 0.86826, 1.45007], [2.34457, 2.16755, 1.62243], [3.52084, 2.42212, 2.31383], [4.24387, 1.37792, 2.87266], [3.76988, 0.07976, 2.73761], [2.59908, -0.17002, 2.03576], [-0.01299, -0.80453, 3.32982], [0.43394, 0.00075, 4.39000], [0.38217, 1.50916, 4.42647], [0.97958, -0.61414, 5.51709], [1.10731, -1.98772, 5.63194], [1.68150, -2.62598, 6.86790], [0.67064, -2.76977, 4.56501], [0.11523, -2.20725, 3.42656], [-0.32972, -3.16494, 2.33943], [-2.96869, 0.66813, 3.43248], [-3.13586, -0.82589, 3.62549], [-3.80968, 1.49981, 4.15807], [-4.55769, 4.80816, 4.61840], [-4.44694, 3.64037, 5.93609], [-5.71782, 3.48138, 4.73404], [-2.85243, 4.49691, 2.98143], [-0.75634, 4.26292, 1.78462], [-1.77333, 3.62714, 0.49908], [-0.34592, 2.72511, 1.00743], [1.76355, 2.99224, 1.23014], [3.85800, 3.44405, 2.43659], [5.15601, 1.57465, 3.42124], [4.30163, -0.74715, 3.19276], [2.23527, -1.18990, 1.99045], [0.38780, 1.96209, 3.44242], [1.24212, 1.89151, 4.97856], [-0.52239, 1.84972, 4.93818], [1.32375, 0.01747, 6.33103], [2.05353, -1.87877, 7.56648], [2.50148, -3.30048, 6.61672], [0.92118, -3.21816, 7.37969], [0.75413, -3.85084, 4.63288], [-0.31794, -4.18780, 2.71369], [0.34139, -3.14057, 1.47255], [-1.33691, -2.95159, 1.98543], [-2.99244, -1.38075, 2.69551], [-4.14383, -1.04102, 3.97746], [-2.43502, -1.22592, 4.35952], [-4.52717, 1.04696, 4.83670], [-0.79848, -5.64007, -5.84780], [-0.56113, -4.19517, -5.50948], [0.72916, -3.68691, -5.38188], [0.96739, -2.36254, -5.05266], [2.39096, -1.85654, -5.09529], [-0.13832, -1.51936, -4.84081], [-0.00706, -0.13599, -4.38795], [0.67340, 0.24956, -3.44534], [-1.45289, -1.99053, -5.02957], [-2.66335, -1.08754, -4.89712], [-1.63675, -3.32660, -5.33930], [0.13662, -6.17934, -5.98556], [-1.38462, -5.73043, -6.76389], [-1.36471, -6.13111, -5.05444], [1.57463, -4.33959, -5.57239], [3.09976, -2.66998, -4.94861], [2.59343, -1.07665, -4.36670], [2.59608, -1.42265, -6.07685], [-0.65096, 0.60921, -4.88019], [-2.60581, -0.41909, -4.03573], [-3.57178, -1.68001, -4.79980], [-2.77712, -0.46612, -5.78987], [-2.64710, -3.70349, -5.46282]],
  "e_homo_ev": [-11.51, -12.26],
  "homo_lumo_gap_ev": [5.7781, 6.3253],
  "multiplicity": 2,
  "total_charge": 2,
  "relative_energy_kcal_mol": 0.0
}